33
Properties=species:S:1:pos:R:3 method="wB97M-V/def2-TZVPD" spin_multiplicity=1 energy_ha=-744.1758 smiles="O=c1cc(NC2CCCCCC2)[nH]c(=O)[nH]1" relative_energy_kcal_mol=0.0 e_homo_ev=-8.65 gap_ev=9.14
O 3.1273 -0.2725 -3.4183
C 2.2020 -0.9300 -2.9911
C 1.4381 -0.6623 -1.8106
C 0.4120 -1.4768 -1.4308
N -0.3279 -1.3383 -0.3031
H -1.1794 -1.8775 -0.2498
C -0.2764 -0.1760 0.5684
C -0.9880 1.0265 -0.0719
H -0.9217 0.9344 -1.1585
C -0.4036 2.3847 0.3216
C -0.0173 2.5264 1.7971
C -0.9730 1.8473 2.7805
C -0.6112 0.3865 3.0487
H 0.4525 0.3290 3.2904
C -0.9157 -0.5733 1.9008
H -1.9985 -0.6446 1.7657
H -0.5485 -1.5644 2.1790
H -1.1633 0.0415 3.9260
H -0.9217 2.3783 3.7336
H -2.0003 1.9232 2.4227
H 0.0329 3.5932 2.0238
H 0.9850 2.1243 1.9566
H -1.1418 3.1484 0.0683
H 0.4836 2.5826 -0.2831
H -2.0471 0.9887 0.1907
H 0.7799 0.0556 0.7272
N 0.1017 -2.5662 -2.2114
C 0.7784 -2.9242 -3.3646
O 0.4660 -3.9023 -4.0004
N 1.7929 -2.0787 -3.6930
H 2.3134 -2.2990 -4.5336
H -0.6426 -3.1921 -1.9362
H 1.7123 0.2077 -1.2446